22
Properties=species:S:1:pos:R:3:forces:R:3 method="wB97M-V/def2-TZVPD" lumo_energy_ev=0.086 multiplicity=1 relative_energy_kcal_mol=4.8 smiles=SS.O.O.O.O.O.O
S -1.78013 -1.40132 -1.57359 -0.599 -0.041 -0.139
S -2.96988 -2.88488 -0.70526 0.339 0.298 -0.035
H -0.68510 -1.64855 -0.86633 0.503 -0.209 0.043
H -2.89419 -2.36015 0.52641 -0.216 -0.066 0.076
H -0.00843 0.92916 1.63828 -0.042 0.164 0.011
H 1.50314 0.97971 1.78114 0.486 -0.334 -0.024
O 0.75924 1.50423 1.48963 -0.473 0.015 0.099
H -0.05850 2.67082 0.42575 0.087 0.196 -0.076
H -0.67202 4.05456 0.11910 -0.036 0.309 0.168
O -0.51210 3.19484 -0.25993 0.066 -0.506 -0.331
H 1.53848 -2.30098 -1.76674 0.107 -0.102 0.096
H 1.38606 -0.82226 -1.43753 -0.027 0.783 -0.253
O 1.59708 -1.67209 -1.04116 0.000 -0.773 0.231
H 0.48214 1.37693 -2.02594 -0.643 0.287 0.156
H 1.96851 1.30722 -1.95623 0.022 -0.248 -0.029
O 1.19897 0.76265 -2.17254 0.503 0.208 -0.079
H 2.00704 -1.52686 0.79810 0.072 0.073 0.092
H 1.34621 -1.64845 2.16421 -0.198 -0.147 0.199
O 2.11192 -1.27143 1.73274 0.113 0.157 -0.245
H -1.80340 0.14951 0.33487 0.233 0.047 0.153
H -2.72955 0.33199 1.49433 0.176 0.155 0.336
O -1.78548 0.27535 1.30068 -0.472 -0.265 -0.450



17
Properties=species:S:1:pos:R:3:forces:R:3 method="wB97M-V/def2-TZVPD" lumo_energy_ev=0.164 multiplicity=1 relative_energy_kcal_mol=140.8
C -2.06806 -0.30862 0.05047 0.058 -0.022 -0.007
C -1.13134 -0.31571 -1.13677 0.121 0.042 -0.008
N -0.16298 0.79543 -1.39747 -0.412 2.523 2.367
C 0.33281 -0.42214 -1.00486 0.766 -0.480 3.203
C 1.03833 -0.57242 0.70314 -1.523 0.000 -3.520
C 2.20397 0.29187 0.80847 0.181 -0.002 0.368
N 0.93293 0.47801 1.57030 -1.515 3.125 -1.211
H -2.88654 0.40210 -0.11069 0.124 -0.092 -0.011
H -1.55925 -0.04052 0.97871 -0.007 -0.022 -0.103
H -2.51462 -1.30195 0.18243 0.093 0.158 -0.030
H -1.59704 -0.66354 -2.05972 0.079 0.103 0.084
H -0.17275 1.67156 -0.26333 0.257 -2.260 -2.192
H 1.06762 -0.96002 -1.56571 0.134 -0.161 -0.577
H 0.81410 -1.59038 0.94793 0.228 -0.317 0.486
H 3.06929 0.03189 1.40433 -0.028 0.050 0.103
H 2.39496 0.96608 -0.01765 -0.015 -0.009 -0.073
H 0.23855 1.53837 0.91043 1.458 -2.635 1.122



10
Properties=species:S:1:pos:R:3:forces:R:3 method="wB97M-V/def2-TZVPD" lumo_energy_ev="4.140 / 3.888" multiplicity=2 total_charge=-1 relative_energy_kcal_mol=8.3
C -1.08003 2.18858 0.02608 0.654 -0.925 -0.656
S 0.38123 1.14821 0.46881 0.940 2.594 0.135
S -0.33581 -1.06460 0.35255 -0.979 -2.677 0.092
C 1.08179 -2.16515 -0.07825 -0.866 0.112 -0.324
H -0.94132 3.12213 0.55959 -0.535 0.062 0.130
H -1.13355 2.37439 -1.05078 0.211 0.163 0.015
H -1.98668 1.62379 0.24511 -0.131 0.304 0.500
H 1.99737 -1.77021 0.35509 0.191 -0.016 -0.210
H 0.90763 -3.18012 0.28494 0.009 0.114 0.362
H 1.10937 -2.27701 -1.16314 0.506 0.267 -0.043